C21H34Br2F7NO15S3Tl as an isolated structure at a distorted geometry. Source: the Open Molecules 2025 dataset; level of theory: ωB97M-V/def2-TZVPD.

Calculated values
highest occupied orbital energy: -17.30 eV
total energy: -250794.8265 eV
charge: +3
gap between HOMO and LUMO: 2.78 eV
strongest force on any atom: 5.5 eV Å⁻¹
LUMO: -14.5263 eV

Each line ends with the Mulliken charge.
Cartesian coordinates (Å):
C -5.368 -1.215 -0.986  -1.06
C -4.735 0.195 -1.112  -0.01
O -3.427 0.211 -1.622  -0.37
C -2.359 0.265 -0.707  0.54
O -2.672 -0.338 0.459  -0.62
C -2.160 1.852 -0.546  -0.62
C -2.944 2.493 0.601  -1.14
C -3.762 3.699 0.127  -0.94
S -2.634 5.054 -0.170  1.20
O -3.334 6.265 -0.360  -0.61
O -1.723 5.102 0.925  -0.58
O -1.781 4.706 -1.455  -0.42
O -1.254 -0.158 -1.426  -0.62
C -0.328 -1.108 -1.084  0.27
C -0.806 -2.508 -0.784  -0.69
C -2.106 -2.974 -1.478  -1.39
O -2.698 -2.139 -2.428  -0.40
C 0.807 -0.577 -0.028  -0.22
O 0.904 0.762 -0.273  0.43
C 2.181 1.383 -0.224  0.03
C 2.164 2.860 0.128  -0.42
C 3.509 3.098 0.839  -1.48
C 3.345 3.147 2.371  -0.61
C 4.229 2.058 3.013  -1.18
S 3.457 1.182 4.355  1.30
O 3.780 -0.217 4.171  -0.42
O 2.058 1.436 4.433  -0.60
O 4.158 1.672 5.668  -0.41
O 1.839 -1.480 -0.252  -0.22
N 3.280 -1.146 -0.068  0.22
O 3.853 -1.237 -1.042  -0.20
C 0.357 -0.689 1.475  -0.51
Br -0.246 1.070 2.161  0.35
C 1.477 -1.144 2.464  0.08
C 1.675 -2.668 2.550  -1.93
Br 0.821 -0.636 4.262  0.10
S 0.602 -1.154 -2.741  1.59
O -0.308 -0.808 -3.782  -0.68
O 1.647 -0.182 -2.739  -0.70
C 1.397 -2.764 -3.231  0.45
F 2.330 -2.377 -4.088  -0.26
F 2.096 -3.388 -2.258  -0.24
C 0.513 -3.839 -3.978  0.79
F 0.931 -3.955 -5.232  -0.26
F -0.797 -3.525 -4.043  -0.21
C 0.627 -5.282 -3.380  0.53
F 0.239 -5.326 -2.092  -0.18
F 1.822 -5.804 -3.579  -0.22
F -0.245 -6.019 -4.077  -0.24
H -6.270 -1.172 -0.388  0.43
H -4.683 -1.964 -0.603  0.16
H -5.661 -1.544 -1.977  0.36
H -4.912 0.719 -0.168  0.13
H -5.352 0.703 -1.845  0.51
H -2.977 -1.249 0.330  0.54
H -1.113 2.104 -0.442  -0.04
H -2.471 2.322 -1.466  0.81
H -2.197 2.934 1.286  0.48
H -3.574 1.829 1.187  0.77
H -4.277 3.518 -0.816  0.35
H -4.508 4.024 0.845  0.43
H -2.305 4.844 -2.262  0.38
H -0.009 -3.211 -1.031  1.02
H -0.930 -2.729 0.275  0.15
H -2.869 -3.207 -0.736  0.54
H -1.917 -3.945 -1.951  0.50
H -2.077 -1.585 -2.934  0.54
H 2.785 0.917 0.561  -0.30
H 2.757 1.249 -1.139  0.44
H 1.357 3.012 0.847  0.06
H 2.066 3.504 -0.734  0.49
H 4.196 2.287 0.612  0.65
H 3.907 4.041 0.488  0.57
H 2.312 3.111 2.699  0.58
H 3.726 4.103 2.714  0.52
H 5.176 2.454 3.367  0.58
H 4.460 1.297 2.276  0.46
H 3.833 1.071 6.363  0.45
H -0.499 -1.322 1.667  0.82
H 2.415 -0.619 2.319  0.49
H 0.970 -3.199 1.920  0.00
H 2.659 -2.899 2.138  0.46
H 1.607 -3.036 3.563  0.80
Tl 3.971 -2.212 4.298  0.66


An isolated ion of composition C4H8NO2S and charge -1 at a distorted geometry. Source: the Open Molecules 2025 dataset; level of theory: ωB97M-V/def2-TZVPD.

Calculated values
highest occupied orbital energy: -2.87 eV
relative energy (zero: lowest compared OMol25 entry of this formula, charge and spin): 2.515 eV
total energy: -20697.5368 eV
charge: -1
gap between HOMO and LUMO: 6.46 eV
strongest force on any atom: 5.8 eV Å⁻¹
LUMO: 3.5832 eV

Each line ends with the Mulliken charge.
Cartesian coordinates (Å):
O 2.843 1.746 -0.391  -0.61
C 1.723 1.205 -0.424  0.12
N 1.304 0.247 0.423  -0.32
C -0.075 -0.315 -0.186  0.37
C -0.064 -1.762 0.445  -0.95
S -1.342 -2.674 -0.479  -0.67
C -1.133 0.549 0.429  -0.77
O -1.315 1.634 -0.508  -0.55
H 0.917 1.629 -1.242  0.21
H 1.901 -0.594 0.598  0.28
H -0.260 -0.341 -1.241  0.28
H -0.431 -1.705 1.440  0.28
H 0.820 -2.351 0.266  0.36
H -2.044 1.319 -1.117  0.32
H -0.731 1.213 1.299  0.24
H -2.112 0.199 0.688  0.41


C5H8O as an isolated structure at a distorted geometry. Source: the Open Molecules 2025 dataset; level of theory: ωB97M-V/def2-TZVPD.

Calculated values
highest occupied orbital energy: -8.18 eV
relative energy (zero: lowest compared OMol25 entry of this formula, charge and spin): 5.711 eV
total energy: -7356.5442 eV
gap between HOMO and LUMO: 9.16 eV
strongest force on any atom: 2.7 eV Å⁻¹
LUMO: 0.9827 eV

Each line ends with the Mulliken charge.
Cartesian coordinates (Å):
C 0.049 0.533 1.499  -1.30
C -0.657 -0.385 0.534  0.12
C -0.719 -0.165 -0.981  -0.30
C 0.625 0.295 -1.461  -0.35
O 1.313 -0.742 -0.810  -0.38
C 0.061 -1.309 -0.377  -0.15
H 0.998 0.883 1.087  0.30
H 0.264 0.010 2.435  0.35
H -0.570 1.408 1.724  0.30
H -1.598 -0.800 0.893  0.41
H -1.653 -0.174 -1.530  0.36
H 0.842 1.602 -0.753  -0.04
H 1.099 1.230 -1.798  0.34
H -0.054 -2.386 -0.464  0.35


An isolated ion of composition C19H16NO7 and charge -1 at a distorted geometry. Source: the Open Molecules 2025 dataset; level of theory: ωB97M-V/def2-TZVPD.

Calculated values
highest occupied orbital energy: -4.68 eV
relative energy (zero: lowest compared OMol25 entry of this formula, charge and spin): 0.253 eV
total energy: -35784.0273 eV
charge: -1
gap between HOMO and LUMO: 6.38 eV
strongest force on any atom: 2.3 eV Å⁻¹
LUMO: 1.6998 eV

Each line ends with the Mulliken charge.
Cartesian coordinates (Å):
O 0.603 -0.384 -0.814  -0.57
C 1.877 -0.623 -0.511  0.45
C 2.324 -1.947 -0.343  -0.21
C 3.681 -2.250 -0.401  -0.50
C 4.623 -1.226 -0.641  -0.09
N 5.902 -1.519 -1.189  0.90
O 6.653 -0.567 -1.510  -0.60
O 6.206 -2.717 -1.396  -0.60
C 4.207 0.118 -0.465  -0.48
C 2.862 0.406 -0.357  -0.40
H 1.565 -2.712 -0.185  0.45
H 4.015 -3.278 -0.249  0.39
H 4.933 0.934 -0.430  0.39
H 2.565 1.448 -0.214  0.43
C -3.529 0.959 -2.224  -1.41
C -4.170 -0.005 -1.240  1.75
C -5.664 -0.157 -1.515  -1.83
O -3.575 -1.315 -1.358  -0.42
C -2.296 -1.469 -0.893  0.13
O -1.704 -2.501 -1.126  -0.73
C -1.761 -0.399 -0.059  -0.10
C -0.414 -0.635 0.458  0.37
C 0.164 0.416 1.374  0.56
C -0.225 1.746 1.253  -0.56
C 0.330 2.718 2.098  -0.76
C 1.314 2.377 3.021  -0.57
C 1.785 1.057 3.035  -0.67
C 1.194 0.071 2.241  -0.03
C -2.799 0.311 0.728  0.32
O -2.703 0.790 1.846  -0.69
O -4.061 0.417 0.126  -0.43
H -2.446 1.046 -2.066  0.28
H -3.707 0.568 -3.234  0.36
H -4.011 1.940 -2.128  0.34
H -6.107 -0.851 -0.804  0.41
H -6.165 0.807 -1.427  0.38
H -5.820 -0.542 -2.517  0.40
H -0.366 -1.714 0.783  0.46
H -1.007 2.034 0.546  0.34
H -0.084 3.723 2.047  0.37
H 1.685 3.119 3.736  0.36
H 2.598 0.778 3.706  0.38
H 1.527 -0.970 2.298  0.42


A 2-piece molecular cluster, C5H11O2 overall at a distorted geometry. Source: the Open Molecules 2025 dataset; level of theory: ωB97M-V/def2-TZVPD.

Calculated values
highest occupied orbital energy: -2.43 eV
relative energy (zero: lowest compared OMol25 entry of this formula, charge and spin): 3.339 eV
total energy: -9456.6904 eV
charge: -1
gap between HOMO and LUMO: 5.88 eV
strongest force on any atom: 1.8 eV Å⁻¹
LUMO: 3.4552 eV

Each line ends with the Mulliken charge.
Cartesian coordinates (Å):
C -0.233 0.625 -0.226  -0.28
O -0.329 -0.347 -1.152  -0.91
C -0.373 2.060 -0.892  -0.48
C 0.610 2.092 -2.113  -1.01
H 0.733 0.633 0.393  0.17
H -1.066 0.619 0.516  0.12
H -0.126 2.881 -0.196  0.30
H -1.412 2.191 -1.250  0.29
H 0.736 3.076 -2.573  0.35
H 0.354 1.261 -2.771  0.24
H 1.610 1.849 -1.711  0.22
C 0.506 -2.392 0.842  -0.71
C -0.032 -2.558 2.058  0.05
O -1.192 -1.840 2.369  -0.46
H 1.323 -3.067 0.584  0.18
H 0.151 -1.662 0.109  0.37
H 0.342 -3.191 2.862  0.27
H -1.601 -2.231 3.153  0.30


C19H34N2O3P2W as an isolated structure at a distorted geometry. Source: the Open Molecules 2025 dataset; level of theory: ωB97M-V/def2-TZVPD.

Calculated values
<S²>: 2.0183
multiplicity: 3
highest occupied orbital energy (spin up / spin down): -5.22 / -7.06 eV
relative energy (zero: lowest compared OMol25 entry of this formula, charge and spin): 0.000 eV
total energy: -49779.4420 eV
gap between HOMO and LUMO (spin up / spin down): 5.78 / 7.17 eV
strongest force on any atom: 3.3 eV Å⁻¹
LUMO (spin up / spin down): 0.5652 / 0.1126 eV

Each line ends with the Mulliken charge.
Cartesian coordinates (Å):
W -0.245 -0.019 -0.098  0.66
P -0.554 2.539 -0.112  1.07
P 1.041 -2.054 0.719  0.84
N 0.245 -0.022 -1.803  -0.42
H -1.432 0.937 0.530  -0.32
C 0.897 3.589 0.120  -0.92
H 0.610 4.644 -0.011  0.43
H 1.688 3.348 -0.600  0.31
H 1.305 3.464 1.132  0.04
C -1.789 3.456 0.880  -1.36
H -1.819 4.477 0.483  0.47
H -1.498 3.463 1.936  0.35
H -2.780 2.992 0.798  0.34
C -1.175 2.798 -1.808  -1.34
H -1.613 3.804 -1.825  0.52
H -1.941 2.057 -2.068  0.26
H -0.353 2.730 -2.532  0.31
C 2.833 -1.864 0.752  -0.96
H 3.292 -2.841 0.976  0.42
H 3.118 -1.145 1.536  0.16
H 3.177 -1.520 -0.229  0.29
C 0.599 -2.965 2.219  -1.03
H 1.164 -3.908 2.254  0.48
H -0.475 -3.193 2.238  0.27
H 0.842 -2.364 3.103  0.09
C 0.798 -3.247 -0.663  -1.25
H 1.341 -4.179 -0.427  0.46
H 1.199 -2.833 -1.600  0.27
H -0.268 -3.482 -0.800  0.30
C 0.603 -0.151 -3.130  -0.05
C 2.243 0.188 -4.879  -0.52
C 1.853 0.345 -3.555  -0.21
C -0.234 -0.844 -4.033  -0.04
C 0.187 -1.030 -5.344  -0.57
C 1.416 -0.509 -5.778  -0.42
H 3.200 0.596 -5.209  0.35
H 2.488 0.829 -2.804  0.36
H -1.189 -1.221 -3.660  0.32
H -0.440 -1.587 -6.039  0.38
H 1.735 -0.651 -6.811  0.36
C 2.305 0.878 3.852  0.92
O 3.314 0.293 3.454  -0.61
C 2.237 2.390 3.879  -0.90
H 1.336 2.762 4.384  0.31
H 2.305 2.798 2.859  0.00
H 3.126 2.743 4.427  0.37
C 1.110 0.154 4.419  -0.78
H 1.456 -0.792 4.839  0.28
H 0.348 -0.036 3.655  -0.04
H 0.649 0.736 5.230  0.45
O -2.832 -0.799 -1.984  -0.62
C -2.973 -1.168 -0.824  0.17
C -4.224 -1.672 -0.151  -0.52
C -3.874 -1.829 1.309  -0.63
C -2.490 -1.264 1.470  0.24
O -1.900 -0.955 2.494  -0.54
N -1.990 -1.041 0.181  0.12
H -5.056 -0.976 -0.312  0.29
H -4.497 -2.626 -0.606  0.26
H -4.588 -1.334 1.973  0.32
H -3.828 -2.886 1.594  0.22